# 1
{"formula": "C39H55Br2N10O7P2V", "method": "ωB97M-V/def2-TZVPD", "species": ["V", "O", "C", "C", "O", "O", "C", "C", "C", "C", "C", "C", "C", "C", "C", "C", "C", "C", "H", "H", "H", "H", "H", "H", "H", "H", "H", "H", "H", "C", "N", "C", "P", "O", "O", "P", "O", "N", "C", "C", "N", "C", "C", "N", "C", "C", "H", "H", "H", "H", "H", "H", "H", "H", "H", "H", "H", "H", "H", "H", "H", "H", "H", "H", "H", "H", "H", "H", "H", "H", "Br", "C", "C", "C", "N", "C", "C", "C", "C", "C", "Br", "C", "C", "N", "H", "H", "H", "H", "H", "H", "N", "C", "N", "O", "H", "H", "H", "H", "N", "C", "N", "C", "C", "C", "C", "C", "H", "H", "H", "H", "H", "H", "H", "H", "H", "H"], "coordinates": [[1.175971, -0.451190, 1.167478], [-0.481436, -1.608189, -0.081949], [-0.531165, -2.982533, 0.308229], [0.259694, -3.129100, 1.664731], [0.295975, -4.188286, 2.258284], [0.854697, -2.070051, 2.024806], [0.152845, -3.800829, -0.784904], [1.193991, -4.689820, -0.555730], [1.715401, -5.424740, -1.607076], [1.215410, -5.278414, -2.887831], [0.170730, -4.400238, -3.121733], [-0.357470, -3.671335, -2.073762], [-1.938830, -3.554437, 0.387697], [-3.013095, -2.879208, -0.182236], [-4.274325, -3.454743, -0.187944], [-4.478068, -4.700548, 0.374826], [-3.408747, -5.381643, 0.932454], [-2.142668, -4.823090, 0.921868], [-1.210272, -1.125589, 0.338264], [1.590581, -4.829341, 0.437137], [2.518857, -6.119905, -1.421545], [1.621962, -5.859756, -3.699195], [-0.251787, -4.299601, -4.112885], [-1.195114, -3.008036, -2.240156], [-2.865758, -1.918258, -0.651940], [-5.103026, -2.932201, -0.645945], [-5.461586, -5.146635, 0.372685], [-3.553753, -6.358220, 1.368206], [-1.309924, -5.365948, 1.338043], [-3.879837, 0.123136, -2.466924], [-3.200262, 0.411921, -1.222071], [-4.086026, 0.506819, -0.077837], [-1.869973, 1.438515, -1.115834], [-1.120954, 1.240919, 0.119987], [-1.102300, 0.994521, -2.463747], [0.497967, 1.017984, -2.721609], [1.326561, 0.578245, -1.596038], [0.534645, 0.110541, -4.135102], [1.850071, -0.350578, -4.520870], [-0.527645, -0.772164, -4.563788], [0.800045, 2.592532, -3.148035], [2.042030, 3.215167, -2.760150], [0.209041, 3.122305, -4.355018], [-2.231050, 3.049156, -1.397790], [-3.106343, 3.402577, -2.494158], [-2.341933, 3.916174, -0.245885], [-4.267551, -0.897239, -2.432860], [-3.175131, 0.197147, -3.289190], [-4.715921, 0.802874, -2.652089], [-4.570146, -0.455099, 0.094105], [-4.865977, 1.262106, -0.221402], [-3.490718, 0.767360, 0.796841], [2.604805, 0.289011, -4.069715], [1.945473, -0.299867, -5.606894], [2.032302, -1.380830, -4.199113], [-1.481570, -0.352344, -4.267229], [-0.431868, -1.772745, -4.136913], [-0.502372, -0.850202, -5.650985], [2.490961, 2.611768, -1.976700], [1.847865, 4.217520, -2.370751], [2.735814, 3.289973, -3.604261], [-0.715285, 2.590125, -4.558264], [0.874193, 3.012213, -5.218018], [-0.003397, 4.183053, -4.213726], [-2.967500, 2.697016, -3.309126], [-2.851238, 4.403384, -2.846121], [-4.160272, 3.404271, -2.192704], [-1.730021, 3.496550, 0.548360], [-3.378156, 4.010504, 0.097531], [-1.972453, 4.910450, -0.501525], [5.999489, -4.098782, -1.415578], [4.650117, -2.946928, -0.752134], [3.494984, -2.723530, -1.502264], [2.511086, -1.917371, -0.965572], [2.618584, -1.313249, 0.214084], [3.750839, -1.515521, 0.937150], [4.790899, -2.326166, 0.475908], [3.753648, -0.781505, 2.182217], [4.839664, -0.694745, 3.054560], [4.751243, 0.129996, 4.157826], [6.184259, 0.279299, 5.381819], [3.579589, 0.871540, 4.356477], [2.544150, 0.699464, 3.471359], [2.591457, -0.109355, 2.408673], [3.353824, -3.199239, -2.458769], [1.587644, -1.751337, -1.500210], [5.677684, -2.480759, 1.070041], [5.738415, -1.263111, 2.873778], [3.498797, 1.553681, 5.188677], [1.628695, 1.256039, 3.592098], [3.372359, 3.670357, 0.723234], [3.098269, 2.352214, 0.520900], [4.111511, 1.623239, -0.028125], [2.020977, 1.872004, 0.835747], [4.299762, 4.044341, 0.642323], [2.679992, 4.218736, 1.198924], [4.914863, 2.084546, -0.422433], [3.845642, 0.737412, -0.428243], [-0.237119, 0.318508, 2.345130], [-0.696726, 0.998848, 3.161344], [-1.121122, 1.840284, 4.050346], [-0.267155, 2.986949, 4.344140], [-1.077487, 4.060668, 5.065721], [-2.489846, 4.091308, 4.494281], [-3.226185, 2.792854, 4.845460], [-2.243481, 1.615306, 4.938729], [0.115070, 3.362998, 3.389934], [0.586198, 2.674996, 4.962460], [-0.580780, 5.020876, 4.937014], [-1.115102, 3.848051, 6.133932], [-2.427996, 4.201953, 3.410658], [-3.036107, 4.949678, 4.880936], [-3.985907, 2.592160, 4.091722], [-3.733911, 2.894976, 5.803121], [-2.726352, 0.673487, 4.677311], [-1.859402, 1.521943, 5.961035]], "forces_ev_per_angstrom": [[-1.6, 1.6, -2.0], [-0.1, 0.4, 0.0], [0.5, -0.9, 0.5], [-0.8, -0.9, -0.4], [-0.1, 0.0, 0.0], [0.5, -0.5, 1.0], [0.1, 0.0, -0.1], [-0.2, 0.0, 0.1], [0.0, -0.1, -0.1], [0.1, -0.1, 0.0], [-0.1, 0.2, 0.0], [0.0, 0.0, 0.0], [-0.2, 0.4, 0.1], [0.1, -0.1, 0.1], [-0.1, 0.0, 0.0], [-0.1, 0.0, 0.0], [0.1, 0.1, -0.1], [-0.1, -0.1, 0.1], [-0.1, 0.0, -0.1], [0.0, 0.0, 0.1], [0.1, -0.1, 0.0], [0.1, -0.1, -0.1], [0.0, 0.0, -0.1], [0.0, 0.1, 0.0], [0.0, 0.1, 0.0], [-0.1, 0.1, 0.0], [-0.1, 0.0, 0.0], [0.0, -0.1, 0.0], [0.0, 0.0, 0.0], [0.0, -0.1, -0.2], [0.8, 0.8, 0.0], [-0.1, 0.0, 0.2], [-0.7, 0.0, -1.2], [0.1, 0.1, 0.3], [0.1, 0.0, 0.1], [-0.6, 0.3, -1.3], [0.2, -0.2, 0.3], [-0.2, 0.4, 1.0], [0.2, 0.1, -0.2], [-0.2, 0.0, 0.0], [0.1, -0.8, 0.2], [0.2, 0.1, 0.3], [-0.1, 0.0, 0.0], [0.1, -1.0, 0.3], [0.0, 0.0, -0.1], [0.1, 0.1, 0.2], [0.0, 0.0, 0.0], [-0.1, -0.1, -0.1], [0.0, 0.0, 0.0], [0.0, 0.0, 0.1], [0.0, 0.0, 0.0], [-0.1, -0.1, 0.1], [0.2, 0.0, 0.0], [0.1, 0.0, 0.0], [0.0, 0.0, 0.0], [-0.1, -0.1, -0.1], [0.0, -0.1, 0.0], [0.0, 0.0, -0.1], [0.1, 0.1, 0.0], [0.1, 0.0, 0.0], [0.0, 0.0, 0.0], [-0.1, 0.1, -0.2], [0.0, 0.0, 0.0], [-0.1, 0.0, 0.0], [-0.1, 0.0, -0.2], [0.0, 0.0, -0.1], [0.0, 0.0, 0.0], [0.0, 0.1, 0.1], [0.0, 0.0, 0.0], [0.0, 0.1, 0.0], [-0.2, 0.2, 0.1], [0.1, 0.2, 0.2], [0.0, 0.3, 0.2], [0.4, -0.4, -1.2], [1.3, -0.5, -0.1], [0.2, -0.2, 0.1], [-0.1, -0.2, -0.3], [-0.1, -0.1, 0.2], [0.1, 0.1, 0.4], [-0.1, -0.1, -0.3], [-0.2, 0.0, -0.2], [0.2, -0.2, -0.1], [0.1, 0.6, 0.5], [1.9, -0.2, 0.7], [-0.1, 0.0, -0.1], [0.1, 0.0, 0.0], [0.0, 0.0, 0.0], [0.0, 0.0, 0.0], [-0.1, 0.0, 0.0], [0.1, -0.1, 0.0], [0.0, 0.2, 0.0], [0.4, 0.1, 0.0], [0.0, -0.1, 0.0], [-0.9, -0.1, 0.0], [0.0, 0.0, 0.0], [0.0, 0.0, 0.1], [-0.1, -0.1, 0.0], [0.0, 0.0, 0.0], [-0.7, 0.8, 1.2], [0.0, -0.8, -0.6], [-0.1, 0.3, 0.1], [0.5, 0.4, 0.2], [-0.1, 0.0, -0.2], [0.0, 0.0, 0.2], [0.1, 0.0, -0.1], [-0.6, -0.1, 0.3], [0.0, 0.0, 0.1], [-0.1, 0.0, -0.1], [0.1, 0.0, 0.1], [0.0, 0.0, 0.1], [0.0, 0.0, -0.1], [0.0, 0.0, -0.1], [-0.1, -0.1, 0.0], [-0.1, 0.0, 0.1], [0.1, 0.0, 0.0], [0.0, -0.1, -0.1]], "e_above_lowest_kcal_mol": 14.3, "gap_ha": [0.20794, 0.22442], "charge": 1, "multiplicity": 2, "total_energy_ha": -9368.20606, "max_force_ev_per_a": 3.03}

---

# 2
{"formula": "C10H16", "method": "ωB97M-V/def2-TZVPD", "species": ["C", "C", "C", "C", "H", "H", "H", "H", "H", "H", "H", "H", "H", "H", "C", "C", "C", "C", "C", "C", "H", "H", "H", "H", "H", "H"], "coordinates": [[1.296920, -0.502050, 0.118860], [2.175729, 3.301419, 0.002630], [1.081869, 1.008120, 0.024540], [2.390779, 1.791239, 0.096940], [0.335890, -1.040570, 0.063860], [1.787849, -0.755070, 1.073629], [1.940109, -0.844730, -0.709090], [1.532539, 3.644089, 0.830580], [1.684799, 3.554439, -0.952140], [3.136759, 3.839939, 0.057620], [0.574310, 1.249400, -0.929200], [0.422360, 1.338869, 0.849830], [2.898339, 1.549970, 1.050690], [3.050289, 1.460499, -0.728350], [4.006838, 2.367079, 3.490719], [2.763089, 2.999659, 3.488439], [4.081099, 0.974230, 3.529769], [1.593599, 2.239389, 3.525189], [2.911609, 0.213960, 3.566519], [1.667859, 0.846540, 3.564229], [4.927088, 2.965329, 3.461798], [2.704649, 4.095679, 3.457709], [5.059788, 0.476470, 3.531569], [0.614910, 2.737149, 3.523389], [2.970039, -0.882060, 3.597239], [0.747600, 0.248290, 3.593158]], "forces_ev_per_angstrom": [[-0.1, 0.0, 0.0], [0.0, 0.0, 0.0], [-0.2, 0.1, -0.1], [0.2, -0.1, 0.1], [0.4, 0.1, 0.0], [-0.1, 0.0, -0.4], [-0.2, 0.0, 0.3], [0.2, 0.0, -0.3], [0.2, 0.0, 0.3], [-0.4, -0.1, 0.0], [0.1, -0.1, 0.4], [0.2, -0.1, -0.4], [-0.1, 0.1, -0.5], [-0.2, 0.1, 0.3], [0.1, 0.1, 0.0], [0.0, 0.1, 0.0], [0.1, -0.1, 0.0], [-0.1, 0.1, 0.0], [0.0, -0.1, 0.0], [-0.1, -0.1, 0.0], [-0.4, -0.3, 0.0], [0.0, -0.5, 0.0], [-0.5, 0.2, 0.0], [0.5, -0.2, 0.0], [0.0, 0.5, 0.0], [0.4, 0.3, 0.0]], "e_above_lowest_kcal_mol": 2.9, "gap_ha": 0.38895, "total_energy_ha": -390.63132, "max_force_ev_per_a": 0.53}

---

# 3
{"formula": "C8H11NO", "method": "ωB97M-V/def2-TZVPD", "species": ["C", "C", "C", "C", "C", "C", "C", "C", "H", "H", "H", "H", "H", "H", "H", "H", "H", "H", "H", "N", "O"], "coordinates": [[-2.602863, -0.081639, 0.532533], [-1.754639, -0.270879, -0.712734], [-0.201860, -0.023682, -0.355783], [0.032135, 1.419556, -0.193911], [1.343503, 1.817573, 0.047470], [2.435515, 0.880486, 0.205863], [2.168353, -0.588661, 0.062760], [0.777937, -0.884831, -0.373292], [-4.521675, 0.104705, -0.218687], [-4.188738, -1.352423, -0.104136], [-2.273359, -0.514486, 1.505815], [-2.382988, 0.889307, 0.773713], [-1.956597, -1.288724, -0.871746], [-2.248486, 0.096878, -1.322226], [-0.534194, 1.945119, -0.568192], [1.746116, 3.107430, 0.413709], [3.359891, 1.249966, 0.338282], [2.926406, -2.185651, 0.924204], [0.834351, -1.868183, -0.189713], [-4.022370, -0.291781, 0.401726], [3.025923, -1.468626, 0.153683]], "forces_ev_per_angstrom": [[0.1, -0.3, 1.1], [8.9, -8.0, 12.2], [-4.9, 5.1, -1.9], [11.9, -11.2, 5.3], [2.3, 2.0, 2.0], [-4.8, -3.5, -1.0], [-6.6, 10.1, -1.4], [5.5, 0.3, 2.6], [-3.8, 5.1, -5.5], [0.9, 3.1, 2.3], [0.1, -0.7, -1.1], [-0.3, 3.1, 0.7], [0.6, -2.0, -0.8], [-6.8, 7.6, -11.0], [-10.8, 9.9, -5.7], [-1.7, -4.1, -1.7], [3.2, 1.0, 0.7], [0.0, 2.4, -2.6], [-1.7, -4.2, -0.6], [2.9, -8.7, 3.4], [5.0, -6.9, 3.0]], "e_above_lowest_kcal_mol": 204.1, "gap_ha": 0.31843, "total_energy_ha": -441.12227, "max_force_ev_per_a": 17.20}

---

Repeat the third record exactly.
{"formula": "C8H11NO", "method": "ωB97M-V/def2-TZVPD", "species": ["C", "C", "C", "C", "C", "C", "C", "C", "H", "H", "H", "H", "H", "H", "H", "H", "H", "H", "H", "N", "O"], "coordinates": [[-2.602863, -0.081639, 0.532533], [-1.754639, -0.270879, -0.712734], [-0.201860, -0.023682, -0.355783], [0.032135, 1.419556, -0.193911], [1.343503, 1.817573, 0.047470], [2.435515, 0.880486, 0.205863], [2.168353, -0.588661, 0.062760], [0.777937, -0.884831, -0.373292], [-4.521675, 0.104705, -0.218687], [-4.188738, -1.352423, -0.104136], [-2.273359, -0.514486, 1.505815], [-2.382988, 0.889307, 0.773713], [-1.956597, -1.288724, -0.871746], [-2.248486, 0.096878, -1.322226], [-0.534194, 1.945119, -0.568192], [1.746116, 3.107430, 0.413709], [3.359891, 1.249966, 0.338282], [2.926406, -2.185651, 0.924204], [0.834351, -1.868183, -0.189713], [-4.022370, -0.291781, 0.401726], [3.025923, -1.468626, 0.153683]], "forces_ev_per_angstrom": [[0.1, -0.3, 1.1], [8.9, -8.0, 12.2], [-4.9, 5.1, -1.9], [11.9, -11.2, 5.3], [2.3, 2.0, 2.0], [-4.8, -3.5, -1.0], [-6.6, 10.1, -1.4], [5.5, 0.3, 2.6], [-3.8, 5.1, -5.5], [0.9, 3.1, 2.3], [0.1, -0.7, -1.1], [-0.3, 3.1, 0.7], [0.6, -2.0, -0.8], [-6.8, 7.6, -11.0], [-10.8, 9.9, -5.7], [-1.7, -4.1, -1.7], [3.2, 1.0, 0.7], [0.0, 2.4, -2.6], [-1.7, -4.2, -0.6], [2.9, -8.7, 3.4], [5.0, -6.9, 3.0]], "e_above_lowest_kcal_mol": 204.1, "gap_ha": 0.31843, "total_energy_ha": -441.12227, "max_force_ev_per_a": 17.20}